# C5H13NO3

A 2-piece molecular cluster, C5H13NO3 overall in a non-equilibrium geometry (ωB97M-V/def2-TZVPD, OMol25).

Geometry (Å):
C 1.333 1.429 0.896
C 0.750 0.071 0.487
C -0.444 0.296 -0.436
C -1.444 -0.850 -0.541
C -2.893 -0.532 -0.241
O -3.200 0.770 -0.459
O -3.734 -1.339 0.048
N 0.527 -0.818 1.622
H 0.612 2.017 1.474
H 2.249 1.294 1.465
H 1.501 2.077 0.033
H 1.563 -0.407 -0.059
H -0.903 1.268 -0.249
H -0.051 0.452 -1.445
H -1.156 -1.672 0.086
H -1.557 -1.214 -1.543
H -4.165 0.843 -0.529
H 1.395 -1.256 1.876
H 0.135 -0.395 2.448
H 3.607 -1.253 -1.309
H 2.705 -0.022 -1.617
O 3.170 -0.760 -2.007

Kohn-Sham gap ... 0.3737 Ha
SMILES ... C[C@@H](N)CCC(=O)O.O
LUMO level ... 0.6 eV
HOMO level ... -0.3526 Ha
ΔE to the lowest compared entry with this formula, charge and spin ... 14.46 kcal per mole



# C5H13NO3P

A 2-piece molecular cluster, C5H13NO3P overall in a non-equilibrium geometry (ωB97M-V/def2-TZVPD, OMol25).

Geometry (Å):
C 2.049 1.244 0.566
C 0.837 -1.878 -0.222
C 0.429 0.053 -1.899
C 0.565 0.670 0.586
C 0.416 -0.423 -0.381
N 0.247 0.284 1.982
O -2.786 0.785 0.945
O -3.544 0.252 -1.368
O -3.824 -1.601 0.300
P -2.966 -0.483 -0.189
H 2.085 2.307 0.996
H 2.760 0.617 1.095
H 2.239 1.515 -0.493
H 2.002 -1.928 0.150
H 0.930 -2.378 -1.185
H 0.279 -2.398 0.636
H 1.448 0.136 -2.359
H -0.175 -0.686 -2.462
H -0.004 1.074 -2.055
H -0.137 1.484 0.411
H -0.619 0.585 2.413
H -2.305 1.488 0.401
H 0.076 -0.718 2.132

Kohn-Sham gap (alpha / beta) ... 0.2401 / 0.2784 Ha
Charge ... -1
LUMO level (alpha / beta) ... 3.3 / 3.3 eV
HOMO level (alpha / beta) ... -0.1177 / -0.1569 Ha
ΔE to the lowest compared entry with this formula, charge and spin ... 85.88 kcal per mole



# C5H13NOS

One molecule with the formula C5H13NOS in a non-equilibrium geometry (ωB97M-V/def2-TZVPD, OMol25).

Geometry (Å):
C 1.801 0.753 0.584
N 0.525 1.200 0.164
C -0.665 0.309 0.504
C -0.876 -0.795 -0.602
S -1.882 -0.125 -1.938
C -0.520 -0.376 1.825
O 0.269 -1.606 1.824
C 3.009 0.773 -0.504
H 1.892 -0.363 0.646
H 2.365 1.158 1.457
H 0.490 1.398 -0.833
H -1.458 1.069 0.613
H 0.074 -1.341 -0.776
H -1.595 -1.498 -0.160
H -2.602 0.735 -1.220
H -1.457 -0.762 2.207
H -0.054 0.236 2.600
H 1.065 -1.507 2.347
H 3.851 0.165 -0.240
H 2.787 0.377 -1.536
H 3.289 1.825 -0.422

Kohn-Sham gap ... 0.3498 Ha
SMILES ... CCN[C@H](CO)CS
LUMO level ... 0.8 eV
HOMO level ... -0.3199 Ha
ΔE to the lowest compared entry with this formula, charge and spin ... 58.58 kcal per mole



# C5H13NS

A 2-piece molecular cluster, C5H13NS overall in a non-equilibrium geometry (ωB97M-V/def2-TZVPD, OMol25).

Geometry (Å):
C -1.378 0.326 -1.472
C -0.845 -1.605 0.023
C -2.195 0.478 0.898
C 3.859 0.787 0.487
C -1.054 -0.045 -0.030
N 0.041 0.606 0.413
S 2.977 -0.158 -0.752
H -2.278 -0.285 -1.687
H -1.650 1.430 -1.548
H -0.493 0.001 -1.906
H -0.805 -2.032 1.049
H 0.090 -1.900 -0.461
H -1.810 -2.169 -0.459
H -1.864 0.115 1.889
H -2.539 1.556 0.641
H -3.158 -0.149 0.646
H 4.075 0.237 1.491
H 3.342 1.780 0.614
H 4.790 0.999 -0.014
H 0.896 0.029 0.178

Kohn-Sham gap (alpha / beta) ... 0.1745 / 0.1787 Ha
LUMO level (alpha / beta) ... -3.0 / -3.0 eV
HOMO level (alpha / beta) ... -0.2857 / -0.2886 Ha
ΔE to the lowest compared entry with this formula, charge and spin ... 138.85 kcal per mole



# C5H13NS

A 2-piece molecular cluster, C5H13NS overall in a non-equilibrium geometry (ωB97M-V/def2-TZVPD, OMol25).

Geometry (Å):
C 1.080 -2.203 1.099
C 0.388 -3.162 0.477
N 0.423 -1.135 1.801
H 2.164 -2.282 1.124
H 0.857 -4.100 0.186
H -0.636 -2.968 0.192
H -0.733 -0.728 0.801
H -0.114 -1.477 2.588
H 1.173 -0.577 2.201
C -0.657 3.015 -0.779
C 0.173 1.724 -0.815
C -0.524 0.456 -1.328
S -1.681 -0.391 -0.219
H -0.988 3.304 -1.777
H -0.084 3.839 -0.360
H -1.530 2.832 -0.152
H 1.099 1.879 -1.386
H 0.517 1.522 0.199
H 0.217 -0.274 -1.661
H -1.144 0.726 -2.190

Kohn-Sham gap ... 0.3251 Ha
SMILES ... C=CN.CCCS
LUMO level ... 0.7 eV
HOMO level ... -0.2987 Ha
ΔE to the lowest compared entry with this formula, charge and spin ... 32.82 kcal per mole



# C5H13NS

An isolated ion of composition C5H13NS and charge +1 in a non-equilibrium geometry (ωB97M-V/def2-TZVPD, OMol25).

Geometry (Å):
C -0.479 0.371 1.676
C 1.069 0.514 1.876
S 1.706 2.333 1.820
C -0.932 0.749 0.350
N 0.060 -0.043 -0.542
C -0.573 -0.843 -1.608
C 0.511 -1.571 -2.290
H -0.696 -0.786 1.660
H -1.095 0.735 2.600
H 1.336 -0.258 1.119
H 1.123 0.235 2.904
H 0.443 2.745 1.850
H -0.829 1.931 0.268
H -2.042 0.386 0.208
H 0.696 0.576 -1.068
H -1.107 -0.225 -2.323
H -1.322 -1.490 -1.106
H 0.982 -2.272 -1.539
H 1.024 -0.793 -2.672
H 0.125 -2.293 -3.185

Multiplicity ... 2
Kohn-Sham gap (alpha / beta) ... 0.3778 / 0.1682 Ha
Charge ... +1
LUMO level (alpha / beta) ... -3.0 / -8.5 eV
HOMO level (alpha / beta) ... -0.4871 / -0.4802 Ha
ΔE to the lowest compared entry with this formula, charge and spin ... 65.33 kcal per mole



# C5H13NSi

A 2-piece molecular cluster, C5H13NSi overall in a non-equilibrium geometry (ωB97M-V/def2-TZVPD, OMol25).

Geometry (Å):
C -1.969 0.180 -0.049
C -1.504 0.459 -1.436
C -2.963 -0.673 0.274
C 3.071 -0.555 0.398
C -0.902 0.108 2.065
N -1.225 0.675 0.972
Si 2.370 0.440 -1.098
H -1.328 1.572 -1.477
H -0.496 0.064 -1.478
H -2.204 0.108 -2.137
H 1.801 -0.097 -2.385
H -3.328 -0.774 1.306
H -3.735 -0.941 -0.502
H 3.729 0.027 1.031
H 2.158 -0.715 0.967
H 3.351 -1.687 0.329
H -0.721 0.727 2.901
H -0.911 -0.946 2.265
H 3.614 0.947 -1.608
H 1.193 1.081 -0.337

Kohn-Sham gap ... 0.3378 Ha
SMILES ... C=NC(=C)C.C[SiH3]
LUMO level ... 0.6 eV
HOMO level ... -0.3153 Ha
ΔE to the lowest compared entry with this formula, charge and spin ... 88.92 kcal per mole



# C5H13NSi

A 2-piece molecular cluster, C5H13NSi overall in a non-equilibrium geometry (ωB97M-V/def2-TZVPD, OMol25).

Geometry (Å):
C 1.766 -2.352 -0.449
C 2.186 -1.166 -1.018
C -2.772 0.217 0.236
C -1.316 -0.038 0.283
C -0.541 1.067 -0.376
N 2.024 0.388 1.526
Si 2.046 0.430 -0.172
H 1.918 -3.226 -1.051
H 1.284 -2.426 0.486
H 2.063 -1.217 -2.111
H -3.061 0.510 -0.748
H -3.253 -0.682 0.675
H -2.915 1.138 0.909
H -0.990 -0.261 1.278
H -1.168 -0.891 -0.305
H -0.689 2.035 0.099
H -0.642 1.213 -1.451
H 2.974 0.339 2.034
H 1.540 1.202 1.891
H 2.424 1.742 -0.808

Kohn-Sham gap ... 0.2751 Ha
LUMO level ... 0.2 eV
HOMO level ... -0.2677 Ha
ΔE to the lowest compared entry with this formula, charge and spin ... 79.34 kcal per mole



# C5H13O

A 2-piece molecular cluster, C5H13O overall in a non-equilibrium geometry (ωB97M-V/def2-TZVPD, OMol25).

Geometry (Å):
C -1.393 -1.264 1.542
C -1.627 0.227 1.196
C -0.393 1.084 1.631
H -0.415 -1.504 1.128
H -2.059 -1.932 0.995
H -1.318 -1.497 2.633
H -2.587 0.640 1.543
H -1.644 0.322 0.129
H -0.349 2.000 1.084
H -0.396 1.133 2.733
H 0.510 0.558 1.358
C 0.896 0.243 -1.478
O 0.645 -0.726 -0.608
C 1.986 -0.168 -2.523
H 1.352 1.185 -1.055
H -0.001 0.550 -2.068
H 2.101 0.647 -3.220
H 1.715 -1.094 -3.022
H 2.978 -0.402 -1.999

Multiplicity ... 2
Kohn-Sham gap (alpha / beta) ... 0.4256 / 0.3017 Ha
LUMO level (alpha / beta) ... 1.0 / -1.8 eV
HOMO level (alpha / beta) ... -0.3880 / -0.3692 Ha
ΔE to the lowest compared entry with this formula, charge and spin ... 19.13 kcal per mole



# C5H13O2

A 2-piece molecular cluster, C5H13O2 overall in a non-equilibrium geometry (ωB97M-V/def2-TZVPD, OMol25).

Geometry (Å):
C -0.004 -1.514 1.269
O -0.599 -0.279 1.028
C 1.323 -1.564 0.492
C 1.389 -0.486 -0.666
C 0.276 -0.542 -1.710
C -0.443 0.824 -1.762
H 0.159 -1.575 2.358
H -0.717 -2.322 1.058
H 1.479 -2.512 -0.001
H 2.118 -1.278 1.250
H 2.398 -0.381 -1.090
H 1.180 0.383 -0.015
H -0.384 -1.367 -1.525
H 0.864 -1.003 -2.529
H -1.328 0.939 -2.386
H 0.459 1.413 -2.095
H -0.759 0.993 -0.738
H -2.781 3.227 1.643
H -2.210 3.232 3.101
O -2.421 3.815 2.320

Kohn-Sham gap ... 0.2301 Ha
Charge ... -1
LUMO level ... 4.0 eV
HOMO level ... -0.0843 Ha
ΔE to the lowest compared entry with this formula, charge and spin ... 47.76 kcal per mole



# C5H13O3

A 2-piece molecular cluster, C5H13O3 overall in a non-equilibrium geometry (ωB97M-V/def2-TZVPD, OMol25).

Geometry (Å):
O -0.567 1.783 0.559
C -1.305 1.580 -0.562
C -1.795 0.161 -0.775
O -2.670 -0.187 0.263
C -3.197 -1.483 0.132
H -0.762 1.953 -1.454
H -2.172 2.276 -0.476
H -0.931 -0.530 -0.802
H -2.302 0.102 -1.756
H -3.812 -1.685 1.017
H -3.824 -1.568 -0.772
H -2.392 -2.235 0.071
H 1.282 0.177 0.975
C 3.700 0.561 -0.074
O 3.372 -0.041 1.151
C 2.087 -0.600 1.161
H 4.725 0.947 0.002
H 3.651 -0.169 -0.903
H 3.014 1.397 -0.303
H 1.914 -1.045 2.148
H 1.985 -1.393 0.398

Multiplicity ... 2
Kohn-Sham gap (alpha / beta) ... 0.3888 / 0.3016 Ha
LUMO level (alpha / beta) ... 0.9 / -1.5 eV
HOMO level (alpha / beta) ... -0.3561 / -0.3559 Ha
ΔE to the lowest compared entry with this formula, charge and spin ... 21.29 kcal per mole



# C5H13O3Sn

C5H13O3Sn as an isolated structure in a non-equilibrium geometry (ωB97M-V/def2-TZVPD, OMol25).

Geometry (Å):
C -2.381 1.990 0.800
O -1.571 1.230 -0.101
H -2.362 1.555 1.808
H -1.995 3.014 0.802
H -3.416 1.978 0.437
C -1.994 -0.103 -0.341
O -1.043 -0.917 0.245
C -0.214 -1.704 -0.608
C 1.209 -1.611 -0.116
O 1.672 -0.264 -0.199
C 3.056 -0.118 0.125
H -2.113 -0.249 -1.424
H -2.941 -0.328 0.164
H -0.296 -1.381 -1.657
H -0.538 -2.750 -0.533
H 1.277 -1.936 0.934
H 1.849 -2.246 -0.744
H 3.637 -0.861 -0.438
H 3.198 -0.242 1.207
H 3.373 0.886 -0.179
Sn 0.432 1.287 -0.155
H 1.162 2.768 -0.026

Kohn-Sham gap (alpha / beta) ... 0.2204 / 0.2545 Ha
Charge ... +1
LUMO level (alpha / beta) ... -4.1 / -3.7 eV
HOMO level (alpha / beta) ... -0.3726 / -0.3911 Ha
ΔE to the lowest compared entry with this formula, charge and spin ... 42.30 kcal per mole



Q: Which value of ΔE to the lowest compared entry with this formula, charge and spin does entry 10 give?
A: 47.76 kcal per mole



Q: ΔE to the lowest compared entry with this formula, charge and spin of number 6 (C5H13NS)?
A: 65.33 kcal per mole



Q: Which of these has the lowest ΔE to the lowest compared entry with this formula, charge and spin?
A: C5H13NO3